{"formula": "C6H9N", "method": "the ωB97M-V functional and the def2-TZVPD basis", "species": ["C", "H", "H", "C", "C", "H", "H", "C", "H", "H", "H", "H", "C", "N", "H", "C"], "positions_angstrom": [[-1.1862, -0.1055, -0.4284], [3.8920, 0.5016, 1.8142], [2.7660, 1.7079, 2.4595], [-1.9890, 0.3071, -1.5397], [2.8735, 0.6573, 2.1763], [2.7279, 0.0613, 3.0811], [-1.6393, -0.1234, 0.5492], [0.1637, -0.3463, -0.6336], [-1.3705, 0.5442, -2.4001], [-2.7013, 1.0851, -1.3021], [-3.3332, -1.1139, -0.9888], [0.5401, -0.3160, -1.6583], [1.0915, 0.0102, 0.3586], [-2.5475, -1.0254, -1.6293], [-1.1852, -2.1465, -1.0390], [1.8976, 0.3023, 1.1804]], "e_above_lowest_kj_mol": 771.5, "fmax_ev_per_a": 4.62, "e_lumo_ha": [-0.00175, -0.02189], "multiplicity": 1, "total_energy_ev": -7850.1637, "e_homo_ev": [-7.446, -6.986]}



{"formula": "C5H8N2O", "method": "the ωB97M-V functional and the def2-TZVPD basis", "species": ["H", "C", "H", "H", "N", "H", "C", "O", "C", "C", "H", "H", "C", "N", "H", "H"], "positions_angstrom": [[-0.3375, 2.1300, -1.0487], [0.0249, -1.4339, 0.0714], [0.6558, -0.7006, -1.9690], [-2.8490, -0.9847, 0.0175], [-0.3821, 1.7229, -0.1203], [1.0875, -0.6122, 1.8015], [0.2447, -0.3947, 1.1451], [-2.0818, -1.4150, -0.3849], [0.5633, 0.6167, -0.0143], [1.9599, 1.0418, -0.0164], [-1.5107, -0.6529, -0.9134], [-0.1671, 2.4516, 0.5529], [0.2875, -0.5482, -0.9678], [3.0503, 1.4049, -0.0388], [0.0814, -2.5074, 0.1499], [-0.6271, -0.1182, 1.7353]], "e_above_lowest_kj_mol": 342.2, "fmax_ev_per_a": 3.81, "smiles": "N#C[C@@]1(N)C=CC1.O", "e_lumo_ha": 0.02549, "multiplicity": 1, "total_energy_ev": -10339.1790, "e_homo_ev": -9.380}



{"formula": "C42H28Cl3F4NO14", "method": "the ωB97M-V functional and the def2-TZVPD basis", "species": ["C", "C", "C", "C", "F", "Cl", "H", "H", "O", "H", "H", "C", "C", "C", "H", "C", "C", "C", "O", "C", "H", "C", "C", "C", "C", "Cl", "H", "H", "C", "H", "O", "O", "O", "C", "H", "C", "H", "H", "C", "C", "H", "C", "C", "F", "O", "H", "C", "O", "H", "H", "O", "H", "C", "O", "C", "C", "C", "F", "H", "C", "H", "C", "C", "C", "C", "C", "O", "O", "Cl", "F", "O", "C", "C", "H", "C", "C", "O", "C", "C", "H", "C", "H", "H", "C", "H", "H", "C", "O", "H", "N", "H", "H"], "positions_angstrom": [[-3.6090, -7.9559, 3.9761], [5.8816, 1.4727, -0.9320], [-6.4950, -8.6019, -1.4303], [-5.9197, -10.9414, -0.9740], [-2.2157, 6.7558, 0.9040], [2.8921, 8.4762, 0.7456], [-4.0892, -8.5644, 4.7319], [4.3128, 12.7293, 0.6168], [5.6364, 2.0796, 0.0913], [-4.9005, -0.8607, -1.8615], [6.8803, 2.0205, -4.1943], [-4.5774, -4.2352, -1.2123], [5.7650, 13.1857, 2.1910], [3.5517, 4.4976, 0.1258], [-4.8088, -7.2271, -1.6936], [6.3056, 2.1835, -2.1630], [1.6431, -2.8534, -0.7614], [6.0289, -0.6653, -2.1208], [-0.5442, -6.3928, 3.1063], [0.4227, -0.4867, -1.8178], [2.1734, -3.6988, -0.3417], [-2.5407, -6.3483, 1.8622], [-0.2830, -1.7897, -1.8444], [3.6355, 6.0073, 0.1563], [-5.0532, -8.2628, -1.4935], [-0.4764, 5.0419, 2.7828], [2.6378, 4.2073, -0.4103], [6.9049, 10.8873, 4.5057], [-5.1466, -1.8962, -1.6630], [-3.3707, 5.3781, 0.0641], [-7.4419, -1.3853, -1.7665], [-3.6237, -11.4486, -0.8713], [6.6957, -0.5618, -4.3753], [1.6439, -0.3760, -1.3020], [-3.1519, -2.6015, -1.5202], [-6.9525, -3.6461, -1.3324], [6.3856, 3.2619, -2.0949], [-8.0100, -3.8740, -1.2921], [-1.3867, 4.5488, 0.3352], [6.4530, 0.0421, -3.3517], [-6.1631, -11.9768, -0.7727], [0.6556, 5.7697, 0.5389], [6.3676, 11.3284, 3.6757], [-2.1598, 6.2443, -1.2044], [-3.7210, -5.0871, -1.0479], [-7.9129, -10.2407, -1.1159], [2.7211, 6.7206, 0.7503], [-7.3494, -7.7537, -1.5958], [-0.1116, -3.9063, -1.3072], [-3.0597, -8.9612, -1.3514], [0.6007, 6.1766, -0.5551], [-6.2645, -5.6111, -0.9524], [-6.5901, -2.2324, -1.6028], [1.6634, 6.1705, 1.4037], [-4.2121, -2.8262, -1.4809], [-6.0180, -4.5752, -1.1503], [6.5122, 12.6060, 3.3333], [-1.0805, 3.9828, -0.8301], [-0.1081, 0.3587, -2.2371], [2.3495, -1.5504, -0.7344], [5.4561, -0.5005, -0.0926], [-4.4459, -7.5619, 2.8165], [4.8498, 12.2876, 1.4467], [-6.8553, -10.0132, -1.1574], [6.5703, 1.5203, -3.2856], [-2.3349, 5.7445, 0.0248], [5.8984, 14.3499, 1.8777], [-5.6051, -7.9100, 2.7281], [5.0034, 6.7745, -0.6272], [-2.0925, 3.6305, 1.0041], [3.4641, -1.4451, -0.2664], [-2.3369, -7.5760, 4.0705], [4.7041, 11.0093, 1.7884], [4.0397, 10.3381, 1.2544], [-4.1173, -9.1903, -1.3102], [-4.4767, -10.6029, -1.0367], [5.3207, 9.2660, 3.2471], [5.4519, 10.4292, 2.9314], [5.7646, -0.0026, -0.9972], [7.1751, 13.2767, 3.8653], [-1.7032, -6.7412, 3.0203], [-4.4354, -6.4484, 0.9296], [5.9475, -1.7428, -2.1887], [-3.8118, -6.7280, 1.7686], [-1.7102, -7.8541, 4.9084], [-2.0635, -5.7399, 1.1042], [0.4216, -2.9641, -1.2774], [-1.3992, -1.8924, -2.3127], [4.4359, 4.0724, -0.3502], [-0.1909, 4.8199, 1.1069], [3.5267, 4.0891, 1.1431], [2.1764, 0.5666, -1.2720]], "fmax_ev_per_a": 2.29, "smiles": "C/C(Cl)=C(/Cl)OC(=O)N(Cl)C(F)(F)C(F)F.O=C1C=CC(=O)C=C1.O=C1C=CC(=O)C=C1.O=C1C=CC(=O)C=C1.O=C1C=CC(=O)C=C1.O=C1C=CC(=O)C=C1.O=C1C=CC(=O)C=C1", "e_lumo_ha": -0.07590, "multiplicity": 1, "total_energy_ev": -122591.7118, "e_homo_ev": -9.523}



{"formula": "CH6O2", "method": "the ωB97M-V functional and the def2-TZVPD basis", "species": ["H", "H", "C", "O", "H", "H", "H", "O", "H"], "positions_angstrom": [[2.4394, -0.6831, -0.1995], [1.3783, 1.3831, 0.4246], [1.2687, -0.5823, -0.0047], [0.8399, 0.7445, -0.0532], [0.8915, -1.1551, -0.9012], [1.1491, -1.1596, 0.9300], [-2.3514, 0.7031, -0.4346], [-2.1110, -0.1865, 0.0420], [-0.9499, -0.0587, 0.2982]], "e_above_lowest_kj_mol": 130.6, "fmax_ev_per_a": 5.76, "smiles": "CO.O", "e_lumo_ha": 0.02291, "multiplicity": 1, "total_energy_ev": -5227.5369, "e_homo_ev": -10.608}



{"formula": "C5H7N2", "method": "the ωB97M-V functional and the def2-TZVPD basis", "species": ["H", "C", "C", "H", "N", "H", "H", "C", "H", "C", "H", "N", "H", "C"], "positions_angstrom": [[0.8838, 1.7837, -0.0963], [-1.4709, -1.2300, -0.4604], [0.0931, 1.2420, -0.6919], [0.3449, 1.2349, -1.8250], [0.3216, -0.2186, -0.3647], [-1.4470, 0.1998, 1.2671], [-0.5360, -1.4250, 1.5653], [-0.9786, -0.6531, 0.8628], [-2.5064, -1.7655, -0.6710], [1.5843, -0.5593, -0.1209], [3.6914, -1.2666, 0.0720], [-0.5375, -1.0354, -1.2722], [-0.8988, 1.4517, -0.4211], [2.6588, -1.0114, 0.1332]], "e_above_lowest_kj_mol": 690.1, "fmax_ev_per_a": 4.94, "e_lumo_ha": -0.18077, "charge": 1, "multiplicity": 1, "total_energy_ev": -8265.6243, "e_homo_ev": -15.060}



{"formula": "C16H35BrN2O9PS3", "method": "the ωB97M-V functional and the def2-TZVPD basis", "species": ["O", "H", "H", "C", "O", "C", "C", "C", "H", "O", "O", "S", "H", "H", "H", "C", "O", "H", "O", "H", "O", "H", "C", "H", "H", "H", "C", "H", "H", "H", "N", "H", "H", "C", "H", "H", "C", "C", "H", "H", "C", "H", "H", "C", "H", "S", "H", "H", "C", "H", "H", "H", "H", "P", "C", "O", "H", "H", "O", "C", "H", "Br", "H", "C", "H", "S", "N"], "positions_angstrom": [[-2.8977, -1.5745, -1.4119], [-7.1202, -0.6875, -1.2129], [1.2678, 3.9202, 2.4907], [-0.4348, -4.6718, 1.8826], [2.2362, 0.0262, -0.5134], [3.5857, 0.3760, -0.4363], [-1.9937, -4.1193, -0.2193], [0.2482, -3.9372, 0.7235], [-0.8332, 4.7973, 1.8262], [-3.7796, -3.1140, -3.1865], [0.2422, 0.7488, 2.9568], [0.1993, 1.8370, 2.0202], [-6.1059, -2.8117, -1.9538], [0.0266, -5.6299, 2.1078], [-1.0970, 4.8120, 3.5640], [-4.4056, -0.5254, -3.3149], [-3.0203, -4.2092, 2.1981], [-0.4761, -4.0625, 2.7836], [-2.3356, -6.3744, 1.1394], [-2.9393, 3.5858, 2.1678], [2.3972, -2.1807, -0.5975], [-0.4826, -2.7695, -0.9846], [4.9605, 2.2631, 0.3658], [6.2377, 0.6993, -0.3795], [-2.9309, -3.6307, -0.4475], [4.9671, 3.3423, 0.5025], [-1.4834, 2.1211, 1.5003], [-3.7251, 0.2818, -3.0506], [7.4110, 3.5080, -0.0962], [2.9321, 1.9235, 0.6489], [3.6100, 1.8200, -0.1255], [-1.1605, -2.2971, 0.5729], [8.2676, 2.0275, -0.5624], [7.4301, 2.4217, 0.0111], [-2.2274, 2.6225, 3.4614], [-5.5375, -0.0311, -0.7949], [-5.4788, -2.0917, -1.4288], [0.4105, 3.3921, 2.9027], [4.1193, -0.1709, 0.3536], [0.5960, 3.1439, 3.9461], [-2.0164, 3.1267, 2.5165], [-6.5392, -0.7328, -3.5970], [-1.7608, -4.8650, -0.9793], [6.1319, 1.7806, -0.4833], [5.9605, 2.0297, -1.5347], [-3.9410, -1.9640, -2.3368], [4.1283, 0.1803, -1.3668], [4.7196, 3.8149, -2.2081], [-5.8556, -0.2035, -2.9312], [-6.0578, 0.8614, -3.0346], [5.0653, 1.8243, 1.3634], [-5.2698, -2.4406, -0.4191], [-4.2948, -0.7761, -4.3669], [2.8289, 2.9575, -1.4685], [-0.9021, 4.1634, 2.7123], [4.0054, 4.0526, -1.5955], [0.7085, -4.6623, 0.0483], [-1.4523, 2.5406, 0.4945], [1.0677, 1.7959, 0.8486], [-6.0674, -0.6867, -1.4897], [7.5905, 2.1999, 1.0680], [3.0971, 1.7512, -3.2832], [-2.0128, 1.1705, 1.4929], [-0.8374, -3.1496, -0.0281], [1.0371, -3.2848, 1.0946], [-2.1319, -4.9656, 1.3497], [2.1186, -1.2998, -1.2758]], "fmax_ev_per_a": 0.79, "e_lumo_ha": -0.13435, "charge": 1, "multiplicity": 1, "total_energy_ev": -150395.1962, "e_homo_ev": -11.603}